Entry from the Open Molecules 2025 dataset: a cluster of 2 separate species, C9H10N2O in total at a distorted geometry (the ωB97M-V functional and the def2-TZVPD basis).

Cartesian coordinates (Å):
C1 -1.275 -2.054 -0.361
C2 1.349 -0.181 -0.011
C3 1.934 1.018 -0.304
C4 2.350 -1.098 0.093
C5 -2.557 0.288 -0.648
C6 -2.633 -0.169 0.820
C7 -1.808 -0.866 -0.105
C8 1.183 2.184 -0.664
C9 2.283 -2.526 0.384
N1 -0.797 -3.077 -0.660
N2 3.223 0.851 -0.301
O1 3.504 -0.462 -0.152
H1 -3.496 0.123 -1.321
H2 -2.110 1.128 -0.882
H3 -2.127 0.480 1.548
H4 -3.508 -0.603 1.046
H5 1.654 3.141 -0.715
H6 0.973 2.131 -1.745
H7 0.367 2.381 0.043
H8 1.968 -2.774 1.349
H9 1.527 -3.117 -0.242
H10 3.206 -2.847 0.380

Atomic forces in eV per Å
C 0.927 -2.150 -0.996
C -0.086 -2.068 0.422
C 0.655 -0.182 0.422
C -2.088 0.208 -0.085
C -3.775 -4.596 0.133
C 2.437 2.712 -0.448
C -0.175 1.601 -0.620
C -0.615 2.276 -0.854
C -4.248 0.285 -1.509
N -0.217 0.266 0.261
N 1.099 2.086 -1.199
O -0.283 -0.991 0.990
H 1.799 -0.075 1.337
H 2.567 4.050 -0.951
H -0.449 -0.358 -0.121
H -2.964 -1.476 1.370
H 1.323 0.491 0.623
H -1.060 -0.489 0.476
H -0.346 -0.504 -0.740
H -0.773 0.304 1.883
H 1.475 0.980 0.334
H 4.800 -2.372 -0.726

Output
HOMO-LUMO gap (spin up / spin down): 7.999 / 8.068 eV
Charge: 0
Energy relative to the best compared isomer or geometry (same formula, charge and spin): 9.7278 eV
Multiplicity: 1
Max |F|: 5.9 eV/A

Charges obtained by natural (NBO) population analysis, quoted in units of e: number 1, C, carries 0.20; number 2, C, carries 0.03; number 3, C, carries 0.02; number 4, C, carries 0.23; number 5, C, carries -0.39; number 6, C, carries -0.42; number 7, C, carries 0.01; number 8, C, carries -0.66; number 9, C, carries -0.67; number 10, N, carries -0.29; number 11, N, carries -0.13; number 12, O, carries -0.26; number 13, H, carries 0.22; number 14, H, carries 0.22; number 15, H, carries 0.24; number 16, H, carries 0.22; number 17, H, carries 0.24; number 18, H, carries 0.24; number 19, H, carries 0.23; number 20, H, carries 0.23; number 21, H, carries 0.26; number 22, H, carries 0.22


Entry from the Open Molecules 2025 dataset: an isolated molecule of C19H22N2O2 at a distorted geometry (the ωB97M-V functional and the def2-TZVPD basis).

Cartesian coordinates (Å):
O1 -0.383 0.944 3.465
C1 -0.491 0.476 2.407
C2 -1.835 0.502 1.694
C3 -2.350 1.984 1.431
C4 -3.684 1.861 0.639
C5 -4.684 1.017 1.429
C6 -4.272 -0.458 1.652
C7 -2.880 -0.421 2.319
N1 0.607 0.032 1.633
C8 0.564 -0.654 0.386
C9 1.669 -0.596 -0.390
C10 1.708 -1.084 -1.803
C11 0.562 -1.607 -2.548
C12 0.568 -1.968 -3.890
C13 1.784 -1.879 -4.541
C14 2.961 -1.315 -3.906
C15 2.934 -1.002 -2.575
C16 4.170 -0.353 -2.008
C17 3.815 0.656 -0.860
N2 2.896 0.160 0.072
C18 2.988 0.617 1.371
O2 3.750 1.515 1.787
C19 1.867 0.228 2.302
H1 -1.789 0.084 0.727
H2 -2.558 2.507 2.392
H3 -1.645 2.620 0.898
H4 -3.483 1.455 -0.436
H5 -4.215 2.852 0.421
H6 -4.720 1.264 2.452
H7 -5.794 1.061 0.944
H8 -4.314 -1.082 0.717
H9 -5.132 -0.958 2.168
H10 -2.844 -0.193 3.444
H11 -2.449 -1.349 2.180
H12 -0.352 -1.247 0.068
H13 -0.304 -1.752 -1.847
H14 -0.302 -2.313 -4.281
H15 1.798 -2.291 -5.512
H16 3.923 -1.256 -4.440
H17 4.721 -1.134 -1.492
H18 4.846 0.204 -2.756
H19 4.812 0.760 -0.315
H20 3.555 1.612 -1.298
H21 1.908 1.110 3.017
H22 2.074 -0.612 2.879

Atomic forces in eV per Å
O 0.839 1.345 4.099
C -1.247 -1.263 -5.083
C -1.138 1.413 -0.635
C -0.864 -0.546 0.616
C -0.349 0.715 -1.296
C -2.278 -1.692 -2.405
C -0.710 0.117 -1.182
C -0.495 1.259 2.296
N -1.260 0.151 0.572
C 0.279 0.141 0.145
C 0.782 0.627 -0.179
C 0.345 -0.941 -2.483
C 0.701 0.931 3.609
C 2.983 1.261 2.711
C 1.277 0.881 0.970
C -1.818 -1.945 -1.557
C -0.915 1.634 0.816
C -0.079 0.848 0.943
C 3.486 -0.307 -1.295
N -2.589 -1.471 0.927
C -0.229 2.183 0.290
O -0.473 -2.236 -1.501
C 0.678 1.886 0.021
H 0.706 -0.232 -1.489
H 0.163 -0.467 -0.439
H 0.280 -0.298 -0.098
H -0.337 0.277 1.851
H 1.120 -0.975 0.512
H -0.434 1.575 1.184
H 2.591 0.042 1.211
H 0.771 0.783 0.361
H 1.144 0.422 0.564
H -0.706 -0.426 -1.417
H 0.822 -2.365 0.226
H 1.438 1.113 0.709
H 0.407 0.146 -1.460
H -2.175 -1.112 -1.466
H 0.470 -0.017 -1.194
H -0.709 0.011 0.126
H 0.534 -0.168 -0.217
H -1.197 -1.143 0.980
H -1.433 0.415 -0.563
H -0.323 0.354 0.097
H -0.847 -1.196 -0.945
H 0.792 -1.729 1.067

Output
HOMO-LUMO gap: 8.081 eV
Charge: 0
Energy relative to the best compared isomer or geometry (same formula, charge and spin): 3.6109 eV
Multiplicity: 1
Max |F|: 5.4 eV/A

Charges obtained by natural (NBO) population analysis, quoted in units of e: number 1, O, carries -0.57; number 2, C, carries 0.72; number 3, C, carries -0.31; number 4, C, carries -0.39; number 5, C, carries -0.41; number 6, C, carries -0.40; number 7, C, carries -0.41; number 8, C, carries -0.40; number 9, N, carries -0.46; number 10, C, carries -0.05; number 11, C, carries 0.19; number 12, C, carries -0.10; number 13, C, carries -0.16; number 14, C, carries -0.23; number 15, C, carries -0.18; number 16, C, carries -0.20; number 17, C, carries -0.01; number 18, C, carries -0.42; number 19, C, carries -0.21; number 20, N, carries -0.46; number 21, C, carries 0.68; number 22, O, carries -0.60; number 23, C, carries -0.32; number 24, H, carries 0.19; number 25, H, carries 0.21; number 26, H, carries 0.22; number 27, H, carries 0.20; number 28, H, carries 0.22; number 29, H, carries 0.20; number 30, H, carries 0.20; number 31, H, carries 0.19; number 32, H, carries 0.22; number 33, H, carries 0.22; number 34, H, carries 0.20; number 35, H, carries 0.23; number 36, H, carries 0.20; number 37, H, carries 0.22; number 38, H, carries 0.21; number 39, H, carries 0.22; number 40, H, carries 0.22; number 41, H, carries 0.23; number 42, H, carries 0.23; number 43, H, carries 0.19; number 44, H, carries 0.28; number 45, H, carries 0.21